w | Below is one molecule with the formula C3H5BrS, with properties calculated with ωB97M-V/def2-TZVPD.

Each atom is followed by the atoms it is bonded to, with distances in Å.
Atoms and positions in Å:
1 Br 0.765 0.465 -2.926  C9 1.899
2 H -0.586 -0.348 1.992  C6 1.173
3 C -0.034 -0.522 -0.190  H4 1.188, S5 1.832, C6 1.575, C9 1.480
4 H 0.856 -1.303 -0.294  C3 1.188
5 S -1.431 -1.703 -0.100  C3 1.832
6 C 0.085 0.203 1.203  H2 1.173, C3 1.575, H7 1.126, H10 1.084
7 H 1.118 0.015 1.609  C6 1.126
8 H -0.647 1.408 -1.066  C9 1.055
9 C -0.104 0.520 -1.239  Br1 1.899, C3 1.480, H8 1.055
10 H -0.024 1.264 1.011  C6 1.084

The HOMO energy (spin up / spin down) is -7.950 / -7.910 eV. Its orbital gap (spin up / spin down) is 5.497 / 5.459 eV.



x | Below is one molecule with the formula C3H5BrS, with properties calculated with ωB97M-V/def2-TZVPD.

Each atom is followed by the atoms it is bonded to, with distances in Å.
Atoms and positions in Å:
1 H -0.021 1.161 1.476  C3 1.101
2 H -0.796 0.872 -1.422  C6 1.060
3 C -0.313 0.135 1.207  H1 1.101, H4 1.069, H5 1.088, C7 1.522
4 H -0.213 -0.468 2.084  C3 1.069
5 H -1.383 0.299 1.101  C3 1.088
6 C 0.156 0.448 -1.230  H2 1.060, C7 1.459, Br10 1.830
7 C 0.403 -0.362 -0.042  C3 1.522, C6 1.459, H8 1.029, S9 2.005
8 H 1.420 -0.513 -0.019  C7 1.029
9 S -0.530 -2.081 -0.480  C7 2.005
10 Br 1.277 0.508 -2.675  C6 1.830

The HOMO energy (spin up / spin down) is -8.328 / -8.333 eV. Its orbital gap (spin up / spin down) is 6.382 / 6.391 eV.



Stability summary - winner: x; margin: 93.8 kJ/mol.



w | Below is an isolated ion of composition C7H13N3 and charge +2, with properties calculated with ωB97M-V/def2-TZVPD.

Each atom is followed by the atoms it is bonded to, with distances in Å.
Atoms and positions in Å:
1 H 3.683 0.186 1.587  N19 1.010
2 C 1.033 -0.553 -0.510  C3 1.520, C11 1.553, N18 1.494, C20 1.424
3 C 0.104 -1.738 -0.302  C2 1.520, H12 1.160, H15 1.060, H17 1.103
4 H 1.535 -1.621 -2.321  C11 1.010
5 H -2.752 2.442 1.504  C13 1.133
6 H -1.017 0.120 2.546  C10 1.045
7 H -3.349 0.800 2.003  C13 1.122
8 H 2.944 -1.088 -1.712  C11 1.131
9 H 1.894 0.009 -2.460  C11 1.054
10 C -0.621 0.243 1.586  H6 1.045, N14 1.330
11 C 1.851 -0.814 -1.804  C2 1.553, H4 1.010, H8 1.131, H9 1.054
12 H 0.601 -2.531 0.384  C3 1.160
13 C -2.846 1.362 1.173  H5 1.133, H7 1.122, N14 1.477, H16 0.987
14 N -1.468 0.947 0.840  C10 1.330, C13 1.477, C21 1.341
15 H -0.350 -2.173 -1.156  C3 1.060
16 H -3.319 1.423 0.308  C13 0.987
17 H -0.736 -1.532 0.381  C3 1.103
18 N 0.145 0.591 -0.879  C2 1.494, C21 1.313, H23 1.002
19 N 2.709 0.047 1.361  H1 1.010, C20 1.163
20 C 1.985 -0.287 0.514  C2 1.424, N19 1.163
21 C -0.934 1.141 -0.374  N14 1.341, N18 1.313, H22 1.144
22 H -1.543 1.850 -1.032  C21 1.144
23 H 0.449 1.174 -1.635  N18 1.002

The HOMO energy is -17.470 eV. Its orbital gap is 8.244 eV. As for the net charge: +2.



x | Below is a 2-piece molecular cluster, C7H13N3 overall, with properties calculated with ωB97M-V/def2-TZVPD.

Each atom is followed by the atoms it is bonded to, with distances in Å.
Atoms and positions in Å:
1 N 0.500 -0.828 0.006  C8 1.281, N18 1.345
2 H -1.627 -1.052 -1.133  C16 1.024
3 H -3.220 -1.666 -1.707  C16 1.131
4 N 2.585 -1.041 0.586  H5 0.969, C8 1.390, C23 1.324
5 H 3.444 -1.393 0.863  N4 0.969
6 C 0.433 1.462 -0.674  H7 1.116, H12 1.103, H17 1.180, N18 1.419
7 H 1.223 2.208 -0.928  C6 1.116
8 C 1.355 -1.673 0.450  N1 1.281, N4 1.390, H19 1.019
9 H 4.403 0.817 -0.555  C14 1.171
10 C -4.406 -0.238 0.694  C11 1.344, H15 1.132, H21 1.035, H22 1.138
11 C -3.322 -0.491 -0.060  C10 1.344, C16 1.265
12 H -0.370 1.871 -0.037  C6 1.103
13 H 3.272 2.239 0.172  C14 1.150
14 C 3.576 1.130 0.211  H9 1.171, H13 1.150, H20 1.173, C23 1.443
15 H -4.743 -1.078 1.374  C10 1.132
16 C -2.641 -1.010 -0.991  H2 1.024, H3 1.131, C11 1.265
17 H -0.182 1.112 -1.618  C6 1.180
18 N 1.114 0.366 -0.082  N1 1.345, C6 1.419, C23 1.382
19 H 1.154 -2.670 0.395  C8 1.019
20 H 4.196 0.847 1.166  C14 1.173
21 H -5.237 0.239 0.302  C10 1.035
22 H -3.950 0.612 1.298  C10 1.138
23 C 2.444 0.237 0.268  N4 1.324, C14 1.443, N18 1.382

The HOMO energy is -17.826 eV. Its orbital gap is 8.468 eV. As for the net charge: +2.



Stability summary - winner: x; margin: 232.3 kJ/mol.